31
Properties=species:S:1:pos:R:3:forces:R:3:lowdin_charge:R:1 method="wB97M-V/def2-TZVPD" total_energy_ev=-20196.27446 e_lumo_ev=-3.19 spin_multiplicity=1 molar_mass_g_mol=214.245 orbital_gap_ev=9.7 smiles="C[C@H](C=O)NC(=O)C[N+]1=C(O)[C@H](C)CN1" relative_energy_ev=2.1084 total_charge=+1
C -4.458764 0.231893 0.067245 0.8 -1.2 0.9 -0.01
C -2.993797 0.106275 -0.340668 -0.6 -1.8 -0.3 -0.38
C -2.353796 -1.254948 -0.463840 -2.2 -0.6 -0.8 -0.18
O -1.252152 -1.451143 -0.083232 1.5 -1.2 0.9 0.06
N -2.155638 0.902141 0.461128 -0.6 0.9 1.1 0.11
C -0.893790 1.090289 0.060935 0.9 1.1 -1.0 -0.45
O -0.448362 0.828462 -1.058094 -0.6 0.3 1.5 0.08
C 0.073694 1.744843 1.083766 -0.9 -1.1 1.0 -0.03
N 1.198755 0.894009 1.055170 3.8 -3.9 -0.6 0.03
C 2.265201 0.833097 0.227187 -1.9 0.3 1.6 -0.23
O 2.633169 1.896918 -0.447290 1.3 -0.5 -1.1 0.17
C 2.895495 -0.531463 0.203994 -0.1 -2.0 0.1 -0.21
C 3.112295 -1.004635 -1.228079 1.2 -0.2 -1.8 -0.05
C 1.835632 -1.430965 0.981225 2.1 -2.4 0.1 -0.17
N 1.034821 -0.562487 1.799554 -2.8 3.4 -1.7 0.11
H -4.550314 -0.285745 1.092765 -0.4 1.3 -1.4 0.12
H -4.435723 1.325849 0.045953 -1.5 -0.1 0.6 0.09
H -5.175251 -0.217713 -0.667030 0.7 0.6 0.7 0.11
H -2.946256 0.400566 -1.348355 0.2 0.9 -1.7 0.14
H -2.966070 -2.045501 -1.008125 0.6 0.6 0.4 0.16
H -2.623375 1.378459 1.248441 1.1 -0.4 -0.5 0.18
H -0.263196 1.760849 2.165698 0.1 0.4 -1.4 0.17
H 0.360353 2.665988 0.650497 0.2 1.3 0.0 0.13
H 3.424124 1.784164 -1.104736 -2.0 -0.2 1.8 0.21
H 3.883529 -0.632023 0.677510 -0.4 0.8 0.4 0.16
H 3.457653 -2.026247 -1.541044 -0.7 0.4 1.6 0.12
H 3.905272 -0.482924 -1.791936 -0.1 0.6 0.6 0.09
H 2.235866 -0.811098 -1.787527 -1.2 0.0 -0.7 0.07
H 1.287970 -2.194367 0.372719 0.0 1.4 -0.3 0.13
H 2.401194 -2.189824 1.647520 -0.6 1.6 -0.6 0.15
H -0.022516 -0.687735 1.542461 2.3 -0.3 0.6 0.13

=====

13
Properties=species:S:1:pos:R:3:forces:R:3:lowdin_charge:R:1 method="wB97M-V/def2-TZVPD" total_energy_ev=-8807.08227 e_lumo_ev=0.81 spin_multiplicity=1 molar_mass_g_mol=89.094 orbital_gap_ev=9.6 smiles="CC(=O)N(C)O" relative_energy_ev=3.4466
C 0.157955 1.835454 0.056157 -0.4 -1.1 -4.6 0.00
C 0.897333 0.508175 0.083634 -1.1 -1.9 -0.1 -0.44
O 2.113167 0.446830 0.106208 -0.4 -0.2 -0.1 0.05
N 0.158338 -0.761951 -0.087039 0.4 0.4 0.5 -0.12
C -1.303727 -1.253596 0.135480 2.4 2.9 -5.1 0.02
O 1.065067 -1.897100 -0.062927 -2.0 0.9 0.1 -0.03
H -0.276647 1.922001 -1.069104 0.7 -0.4 2.4 0.14
H -0.673578 1.880733 0.675282 -1.4 0.2 1.3 0.04
H 0.783492 2.704081 0.053074 0.7 0.1 0.8 0.07
H -1.810994 -0.299769 0.223771 -0.6 -0.3 0.5 0.07
H -1.325657 -1.913697 0.899702 -0.2 -1.8 2.7 0.03
H -1.668552 -1.751632 -0.851587 0.8 0.8 1.7 0.12
H 1.883800 -1.419535 -0.162656 1.3 0.3 0.0 0.05